ORCA calculation (ωB97M-V with the def2-TZVPD basis set) on an isolated ion of composition H3NO4P and charge -1.

Summary:
<S²> ... 2.010
Total charge ... -1
Spin multiplicity ... 3
HOMO energy (spin up / spin down) ... -0.0428 / -0.2141 hartree
Frontier orbital gap (spin up / spin down) ... 5.51 / 8.31 eV

Positions of all 9 atoms, in Å:
1 N 0.56 0.27 -0.46
2 O -1.66 -1.24 0.16
3 O -2.09 1.13 -0.79
4 O -0.85 -0.24 2.42
5 O -0.96 0.82 1.48
6 P -1.28 0.20 0.00
7 H 0.66 -0.54 0.18
8 H 0.92 1.07 -0.03
9 H -1.26 -0.99 1.91

ORCA calculation (ωB97M-V with the def2-TZVPD basis set) on C10H28CrN2P2 as an isolated structure.

Summary:
<S²> ... 3.818
Total charge ... +1
Spin multiplicity ... 4
HOMO energy (spin up / spin down) ... -0.3954 / -0.4214 hartree
Frontier orbital gap (spin up / spin down) ... 8.70 / 8.85 eV

Positions of all 43 atoms, in Å:
1 Cr -0.27 -0.05 -0.76
2 H -2.03 -0.32 -1.65
3 H -1.77 0.42 -1.40
4 P 0.46 -2.15 -1.25
5 P 0.46 2.11 -1.14
6 C 0.65 3.05 0.41
7 H 0.85 4.10 0.18
8 H -0.26 2.96 1.01
9 H 1.49 2.64 0.99
10 C 1.86 2.72 -2.13
11 H 1.80 2.35 -3.17
12 H 1.84 3.82 -2.15
13 H 2.81 2.39 -1.70
14 C -1.01 2.93 -1.88
15 H -1.89 2.78 -1.24
16 H -0.83 4.01 -1.96
17 H -1.23 2.54 -2.87
18 C 1.97 -2.75 -2.07
19 H 1.94 -3.84 -2.11
20 H 2.05 -2.35 -3.09
21 H 2.86 -2.45 -1.50
22 C 0.51 -3.07 0.33
23 H -0.44 -2.95 0.86
24 H 0.69 -4.13 0.13
25 H 1.31 -2.68 0.96
26 C -0.92 -2.97 -2.13
27 H -1.04 -2.55 -3.14
28 H -0.72 -4.04 -2.21
29 H -1.86 -2.83 -1.58
30 H 0.31 -0.05 -2.22
31 H 1.30 0.14 -0.61
32 C -0.27 0.50 4.74
33 N -0.73 0.08 3.42
34 C -1.96 -0.51 3.15
35 C -2.03 -0.63 1.79
36 N -0.86 -0.13 1.24
37 C -0.07 0.26 2.25
38 H -0.99 1.24 5.16
39 H -0.21 -0.36 5.42
40 H 0.72 0.97 4.66
41 H -2.64 -0.78 3.92
42 H -2.80 -1.06 1.18
43 H 0.96 0.63 2.15

ORCA calculation (ωB97M-V with the def2-TZVPD basis set) on C50H60FeN7O2Se as an isolated structure.

Summary:
<S²> ... 1.140
Total charge ... +2
Spin multiplicity ... 2
HOMO energy (spin up / spin down) ... -0.4420 / -0.4411 hartree
Frontier orbital gap (spin up / spin down) ... 6.64 / 6.65 eV

Positions of all 121 atoms, in Å:
1 Fe -0.01 -1.37 -0.60
2 C -2.46 0.82 5.26
3 C -2.35 0.07 3.95
4 C -3.44 -0.44 3.31
5 C -3.33 -1.06 2.03
6 C -4.37 -1.83 1.49
7 N -4.34 -2.33 0.29
8 C -4.93 -3.63 -0.06
9 C -4.07 -4.76 0.54
10 C -2.60 -4.59 0.20
11 N -1.82 -5.70 0.78
12 C -0.70 -6.17 0.38
13 C 0.19 -5.71 -0.63
14 C 0.97 -6.74 -1.20
15 C 1.81 -6.53 -2.26
16 C 2.64 -7.66 -2.86
17 C 1.87 -5.22 -2.75
18 C 1.20 -4.16 -2.18
19 C 1.51 -2.84 -2.70
20 N 1.02 -1.74 -2.32
21 C 1.68 -0.50 -2.79
22 C 2.00 0.43 -1.60
23 C 2.10 -0.29 -0.23
24 N 1.02 0.14 0.69
25 C 0.34 -0.92 1.34
26 C -0.92 -0.67 2.10
27 C -1.08 -0.12 3.34
28 C -2.07 -1.05 1.37
29 O -1.94 -1.42 0.14
30 C 0.37 -4.34 -1.03
31 O -0.11 -3.37 -0.35
32 H -1.84 1.72 5.24
33 H -2.11 0.21 6.10
34 H -3.48 1.12 5.46
35 H -4.42 -0.38 3.78
36 H -5.23 -2.09 2.11
37 H -3.51 -2.03 -0.25
38 H -4.96 -3.71 -1.14
39 H -5.94 -3.70 0.33
40 H -4.45 -5.72 0.19
41 H -4.19 -4.73 1.63
42 H -2.20 -3.66 0.57
43 H -2.44 -4.59 -0.88
44 H -2.26 -6.19 1.54
45 H -0.44 -7.12 0.84
46 H 0.87 -7.75 -0.81
47 H 2.04 -8.56 -2.98
48 H 3.48 -7.90 -2.21
49 H 3.04 -7.38 -3.83
50 H 2.50 -5.02 -3.62
51 H 2.26 -2.81 -3.49
52 H 2.59 -0.75 -3.34
53 H 1.01 0.02 -3.48
54 H 2.94 0.95 -1.82
55 H 1.24 1.18 -1.51
56 H 3.10 -0.14 0.18
57 H 1.95 -1.38 -0.34
58 H 0.95 -1.74 1.73
59 H -0.20 0.19 3.91
60 C -3.34 2.90 -0.22
61 C -1.88 3.22 0.00
62 C -1.40 4.50 -0.17
63 C -0.05 4.78 0.03
64 C 0.48 6.18 -0.15
65 C 0.80 3.75 0.44
66 C 0.33 2.46 0.68
67 C -1.01 2.21 0.41
68 N 1.21 1.44 1.18
69 C 2.23 1.66 2.29
70 C 3.58 2.18 1.75
71 C 4.57 2.42 2.89
72 C 4.84 1.09 3.61
73 C 3.52 0.56 4.18
74 C 2.94 1.55 5.18
75 C 2.68 2.88 4.47
76 C 4.00 3.43 3.89
77 C 1.68 2.67 3.32
78 C 2.53 0.34 3.03
79 H -3.79 3.57 -0.95
80 H -3.91 3.00 0.71
81 H -3.47 1.87 -0.57
82 H -2.07 5.31 -0.46
83 H 0.03 6.67 -1.01
84 H 1.57 6.18 -0.28
85 H 0.25 6.79 0.73
86 H 1.85 3.98 0.54
87 H -1.41 1.22 0.54
88 H 3.44 3.11 1.20
89 H 4.00 1.45 1.05
90 H 5.50 2.81 2.47
91 H 5.56 1.25 4.43
92 H 5.29 0.36 2.93
93 H 3.69 -0.41 4.66
94 H 3.64 1.70 6.01
95 H 2.01 1.16 5.60
96 H 2.26 3.60 5.17
97 H 4.71 3.59 4.70
98 H 3.82 4.39 3.40
99 H 1.49 3.63 2.85
100 H 0.72 2.32 3.71
101 H 1.61 -0.10 3.44
102 H 2.96 -0.39 2.34
103 C -0.32 3.02 -2.78
104 N -1.02 2.27 -3.82
105 C -1.57 1.05 -3.68
106 Se -1.75 -0.03 -2.17
107 N -2.13 0.74 -4.87
108 C -1.95 1.77 -5.79
109 C -2.34 1.94 -7.11
110 C -1.98 3.12 -7.73
111 C -1.25 4.10 -7.05
112 C -0.86 3.93 -5.73
113 C -1.23 2.74 -5.12
114 H -0.51 2.56 -1.82
115 H -0.70 4.04 -2.76
116 H 0.75 3.04 -2.99
117 H -2.64 -0.11 -5.01
118 H -2.91 1.17 -7.64
119 H -2.27 3.29 -8.76
120 H -0.98 5.02 -7.57
121 H -0.29 4.69 -5.21

ORCA calculation (ωB97M-V with the def2-TZVPD basis set) on the molecule C3H5NO.

Summary:
SMILES ... O=C1CCN1
HOMO energy ... -0.3600 hartree
Frontier orbital gap ... 10.77 eV

Positions of all 10 atoms, in Å:
1 O -0.21 -1.08 1.86
2 C -0.28 -0.40 0.87
3 C -0.35 -0.77 -0.61
4 C 0.37 0.53 -0.91
5 N -0.08 0.95 0.77
6 H 0.21 -1.70 -0.77
7 H -1.35 -0.87 -1.03
8 H 1.46 0.41 -1.03
9 H -0.18 1.46 -0.66
10 H 0.39 1.47 1.51

ORCA calculation (ωB97M-V with the def2-TZVPD basis set) on the molecule C18H24N2O4S2.

Summary:
SMILES ... Cc1ccc(C)c(N(CC(=O)NCCSCc2ccco2)S(C)(=O)=O)c1
HOMO energy ... -0.2986 hartree
Frontier orbital gap ... 8.63 eV

Positions of all 50 atoms, in Å:
1 C -1.75 -3.49 -1.19
2 C -2.48 -2.42 -0.44
3 C -3.65 -2.70 0.26
4 C -4.30 -1.70 0.96
5 C -3.82 -0.40 0.99
6 C -4.54 0.66 1.77
7 C -2.64 -0.12 0.30
8 N -2.13 1.21 0.31
9 C -1.26 1.57 1.42
10 C 0.12 0.94 1.24
11 O 0.47 -0.07 1.82
12 N 0.89 1.60 0.35
13 C 2.14 1.04 -0.12
14 C 1.88 -0.06 -1.15
15 S 3.38 -0.57 -2.04
16 C 4.31 -1.43 -0.69
17 C 5.22 -0.52 0.04
18 C 6.42 0.02 -0.31
19 C 6.82 0.84 0.77
20 C 5.84 0.73 1.70
21 O 4.86 -0.08 1.27
22 S -1.82 1.93 -1.15
23 C -3.50 2.08 -1.81
24 O -1.05 1.12 -2.05
25 O -1.29 3.23 -0.86
26 C -1.98 -1.12 -0.41
27 H -1.24 -3.07 -2.06
28 H -2.42 -4.28 -1.51
29 H -0.99 -3.94 -0.54
30 H -4.05 -3.70 0.25
31 H -5.21 -1.94 1.49
32 H -4.26 1.65 1.42
33 H -4.30 0.58 2.83
34 H -5.62 0.54 1.66
35 H -1.20 2.66 1.44
36 H -1.71 1.19 2.35
37 H 0.48 2.35 -0.19
38 H 2.66 0.62 0.74
39 H 2.74 1.84 -0.56
40 H 1.44 -0.93 -0.67
41 H 1.19 0.31 -1.92
42 H 4.87 -2.21 -1.20
43 H 3.57 -1.87 -0.02
44 H 6.95 -0.14 -1.23
45 H 7.72 1.42 0.84
46 H 5.72 1.17 2.67
47 H -3.94 1.10 -1.81
48 H -3.42 2.47 -2.82
49 H -4.04 2.76 -1.17
50 H -1.08 -0.88 -0.95

ORCA calculation (ωB97M-V with the def2-TZVPD basis set) on an isolated ion of composition C4H13N2O and charge +1.

Summary:
SMILES ... NCC[C@H]([NH3+])CO
Total charge ... +1
HOMO energy ... -0.5140 hartree
Frontier orbital gap ... 11.06 eV

Positions of all 20 atoms, in Å:
1 N -2.14 0.54 0.88
2 C -1.78 -0.86 0.57
3 C -0.58 -0.93 -0.37
4 C 0.66 -0.20 0.15
5 N 0.42 1.25 0.36
6 C 1.84 -0.30 -0.84
7 O 2.80 0.68 -0.45
8 H -2.38 1.06 0.05
9 H -2.95 0.55 1.48
10 H -2.59 -1.26 -0.04
11 H -1.65 -1.46 1.47
12 H -0.79 -0.48 -1.34
13 H -0.28 -1.98 -0.46
14 H 1.10 -0.58 1.08
15 H -0.50 1.39 0.81
16 H 0.36 1.72 -0.55
17 H 1.19 1.73 0.82
18 H 1.41 -0.04 -1.84
19 H 2.22 -1.31 -0.93
20 H 3.65 0.46 -0.85

ORCA calculation (ωB97M-V with the def2-TZVPD basis set) on C16H13BBeN4O5S as an isolated structure.

Summary:
Total charge ... -2
HOMO energy (spin up / spin down) ... 0.0655 / 0.0055 hartree
Frontier orbital gap (spin up / spin down) ... 3.03 / 4.63 eV

Positions of all 41 atoms, in Å:
1 Be -0.01 1.59 -0.46
2 N 2.72 -4.84 0.32
3 C 2.83 -3.49 -0.08
4 C 4.00 -2.78 0.16
5 C 4.11 -1.45 -0.25
6 C 3.05 -0.85 -0.92
7 C 1.88 -1.55 -1.16
8 C 1.77 -2.87 -0.74
9 S 3.13 0.87 -1.38
10 O 2.69 0.97 -2.75
11 O 4.47 1.32 -1.08
12 N 2.00 1.54 -0.47
13 C 2.03 1.41 0.89
14 N 3.08 1.14 1.66
15 C 2.83 1.07 2.97
16 C 1.58 1.27 3.53
17 C 0.53 1.51 2.64
18 N 0.74 1.55 1.34
19 H 3.28 -5.04 1.14
20 H 1.76 -5.11 0.49
21 H 4.82 -3.25 0.69
22 H 4.99 -0.87 -0.05
23 H 1.03 -1.05 -1.62
24 H 0.85 -3.41 -0.90
25 H 3.68 0.85 3.60
26 H 1.42 1.22 4.60
27 H -0.50 1.64 2.96
28 O -0.98 2.70 -0.69
29 O -2.94 1.50 0.29
30 B -1.84 1.61 -0.81
31 O -2.69 1.50 -2.07
32 C -3.96 1.35 -1.72
33 C -5.06 1.19 -2.54
34 C -6.33 1.03 -1.95
35 C -6.48 1.03 -0.58
36 C -5.36 1.19 0.26
37 C -4.11 1.35 -0.31
38 H -4.93 1.19 -3.62
39 H -7.20 0.90 -2.59
40 H -7.46 0.91 -0.14
41 H -5.46 1.20 1.34

ORCA calculation (ωB97M-V with the def2-TZVPD basis set) on the molecule C9H14N2S.

Summary:
SMILES ... Cc1csc2c1N(C)N(C)CC2
HOMO energy ... -0.3041 hartree
Frontier orbital gap ... 9.18 eV

Positions of all 26 atoms, in Å:
1 C 1.38 2.63 -0.46
2 C 1.62 1.10 -0.20
3 C 2.88 0.64 -0.14
4 S 2.89 -1.07 0.04
5 C 1.14 -1.14 0.21
6 C 0.61 0.12 0.04
7 N -0.86 0.52 0.11
8 C -1.25 1.23 1.25
9 N -1.67 -0.63 -0.10
10 C -1.74 -0.92 -1.63
11 C -1.25 -1.79 0.59
12 C 0.22 -2.29 0.44
13 H 2.10 2.85 -1.22
14 H 0.40 2.75 -0.91
15 H 1.53 3.33 0.32
16 H 3.71 1.28 -0.09
17 H -1.11 0.70 2.15
18 H -0.56 2.02 1.34
19 H -2.28 1.53 1.24
20 H -2.18 -1.90 -1.91
21 H -2.24 -0.05 -2.14
22 H -0.72 -0.67 -2.04
23 H -1.92 -2.67 0.39
24 H -1.36 -1.61 1.63
25 H 0.26 -3.05 -0.36
26 H 0.41 -2.91 1.44